# 1
# C40H34NO5

A 3-piece molecular cluster, C40H34NO5 overall (ωB97M-V/def2-TZVPD, OMol25).

Summary:
Net charge: +1
Gap between HOMO and LUMO (eV): 7.8

Atoms and positions in Å:
C1 4.89511 3.79919 0.80397
C2 5.23792 5.09629 0.21180
C3 4.23050 6.15624 0.03734
C4 2.81846 5.94730 0.45469
C5 1.80711 7.11128 0.21432
C6 0.38018 6.89687 0.83836
C7 -0.79237 7.45668 -0.11624
C8 -1.99742 6.45221 -0.01077
C9 -2.52612 6.05466 1.44976
O1 -2.94934 4.64106 1.38099
C10 -3.04677 4.31916 -0.01558
N1 -1.83120 5.06629 -0.54109
C11 2.51599 4.65034 1.05579
C12 3.51643 3.56822 1.22029
H1 5.61901 2.96060 0.96238
H2 6.30244 5.22717 -0.11876
H3 4.58399 7.11271 -0.42126
H4 1.68640 7.20939 -0.90837
H5 2.28180 8.08428 0.53628
H6 0.29568 7.37662 1.85763
H7 0.13590 5.81179 1.00100
H8 -1.14282 8.44146 0.27821
H9 -0.39525 7.48588 -1.16266
H10 -2.92496 6.80341 -0.54774
H11 -1.73220 5.99951 2.24787
H12 -3.46108 6.57136 1.78137
H13 -3.05104 3.20375 -0.14664
H14 -3.89504 4.77192 -0.59578
H15 -1.75303 4.91428 -1.55672
H16 -1.06503 4.47909 -0.17083
H17 1.49143 4.41627 1.42573
H18 3.19372 2.59679 1.66042
C13 -4.13762 -5.40589 -0.55186
C14 -3.39593 -4.70319 -1.49772
C15 -2.94945 -3.42002 -1.21790
C16 -3.25312 -2.82880 0.00590
C17 -4.01797 -3.52520 0.94520
C18 -4.44897 -4.81874 0.66667
C19 -4.39147 -2.89050 2.23370
O2 -5.05305 -3.49424 3.05333
C20 -3.94828 -1.49802 2.49995
C21 -4.33675 -0.86417 3.67849
C22 -3.91621 0.43254 3.94002
C23 -3.09757 1.09571 3.02930
C24 -2.71436 0.47082 1.85678
C25 -3.14560 -0.82301 1.58151
C26 -2.75640 -1.46542 0.30248
O3 -2.04306 -0.87617 -0.49319
H19 -4.47789 -6.41177 -0.76854
H20 -3.16448 -5.15885 -2.45342
H21 -2.36798 -2.87937 -1.95532
H22 -5.03106 -5.36803 1.39710
H23 -4.97090 -1.37880 4.39083
H24 -4.22397 0.92702 4.85404
H25 -2.76235 2.10602 3.23682
H26 -2.08002 0.99770 1.15253
C27 5.06976 -8.34492 -2.30328
C28 5.26907 -7.66278 -3.50063
C29 4.63477 -6.44924 -3.72373
C30 3.78840 -5.91787 -2.75465
C31 3.56983 -6.61383 -1.56413
C32 4.22192 -7.82284 -1.33718
C33 2.63260 -6.08470 -0.54244
O4 2.44396 -6.68746 0.49637
C34 1.92213 -4.80994 -0.81469
C35 0.99656 -4.32842 0.10770
C36 0.33681 -3.13153 -0.13111
C37 0.60483 -2.40418 -1.28828
C38 1.52252 -2.88327 -2.21226
C39 2.17625 -4.09150 -1.98302
C40 3.12914 -4.61102 -2.99577
O5 3.36076 -3.97821 -4.00847
H27 5.57312 -9.28844 -2.12671
H28 5.92200 -8.07817 -4.25947
H29 4.79700 -5.91947 -4.65501
H30 4.06579 -8.36004 -0.40918
H31 0.78608 -4.88839 1.01159
H32 -0.38654 -2.76212 0.58579
H33 0.09399 -1.46620 -1.47005
H34 1.72532 -2.31714 -3.11387

=====

# 2
# C40H35BrFeN10O4S

C40H35BrFeN10O4S as an isolated structure (ωB97M-V/def2-TZVPD, OMol25).

Summary:
Spin multiplicity: 5
Gap between HOMO and LUMO (spin up / spin down) (eV): 6.8 / 6.8

Atoms and positions in Å:
Fe1 -0.03156 0.72672 -1.18890
C1 -0.59042 0.55933 -4.45080
N1 -0.64626 1.62542 -3.46049
C2 0.15284 2.79611 -3.75396
C3 1.53693 2.58763 -3.22561
N2 1.87439 1.58141 -2.47877
C4 3.21143 1.75904 -2.17447
C5 4.07863 0.96403 -1.43229
C6 5.38974 1.38509 -1.31348
C7 5.83585 2.56873 -1.91430
C8 4.98920 3.36405 -2.66489
C9 3.67478 2.93591 -2.78758
N3 2.57676 3.43542 -3.46504
C10 -0.46326 -0.77774 -3.79725
N4 0.41970 -1.02836 -2.87476
C11 0.27267 -2.37052 -2.57241
C12 1.03037 -3.18943 -1.74173
C13 0.68864 -4.52711 -1.67247
C14 -0.39073 -5.04569 -2.39900
C15 -1.13150 -4.25337 -3.25739
C16 -0.76463 -2.91753 -3.34913
N5 -1.19848 -1.87036 -4.13551
H1 0.30931 0.70006 -5.05392
H2 -1.45232 0.56060 -5.12679
H3 -1.59341 1.84639 -3.18841
H4 -0.28069 3.65214 -3.23646
H5 0.20019 3.03468 -4.82639
H6 3.71209 0.05099 -0.98166
H7 6.09566 0.79051 -0.74740
H8 6.86869 2.86670 -1.79017
H9 5.33957 4.27621 -3.13086
H10 2.52880 4.30398 -3.96693
H11 1.87728 -2.78087 -1.20815
H12 1.28179 -5.19803 -1.06246
H13 -0.63664 -6.09534 -2.30160
H14 -1.94850 -4.66490 -3.83615
H15 -1.98003 -1.88661 -4.76569
Br1 1.60960 -4.96321 3.24335
C17 -0.23956 -4.50490 3.14200
C18 -0.87654 -4.57038 1.91389
C19 -2.18886 -4.15466 1.80732
C20 -2.88537 -3.69627 2.93515
C21 -2.23684 -3.70660 4.17258
C22 -0.91114 -4.09001 4.27805
N6 -4.25602 -3.42404 2.88883
N7 -4.80824 -2.76422 1.98205
C23 -4.12227 -1.92169 1.12247
C24 -4.62272 -1.87140 -0.18077
C25 -3.94203 -1.26350 -1.22023
C26 -2.71339 -0.61773 -0.99468
O1 -1.99591 -0.05917 -1.87084
C27 -2.27748 -0.50193 0.38063
N8 -1.19800 0.28858 0.56174
C28 -0.80990 0.55691 1.78615
C29 -1.48240 0.06142 2.91286
C30 -2.55494 -0.77692 2.73870
C31 -2.97379 -1.11998 1.43688
H16 -0.35158 -4.93094 1.04015
H17 -2.68828 -4.19799 0.84675
H18 -2.78378 -3.38350 5.04930
H19 -0.41200 -4.07329 5.23713
H20 -5.54778 -2.40396 -0.36767
H21 -4.33617 -1.28501 -2.22877
H22 0.05794 1.20059 1.88554
H23 -1.16133 0.35207 3.90378
H24 -3.10786 -1.13812 3.59504
O2 -1.82559 7.26279 4.42435
C32 -0.62582 6.84073 3.96109
O3 0.37485 7.25831 4.47798
C33 -0.62476 5.87176 2.83317
C34 -1.77089 5.42564 2.17278
C35 -1.68183 4.53251 1.12299
C36 -0.44069 4.05036 0.69384
S1 -0.33055 3.00588 -0.69627
C37 0.70892 4.49642 1.35812
C38 0.61336 5.39219 2.40188
H25 -2.54706 6.84840 3.94198
H26 -2.76021 5.77362 2.45290
H27 -2.57224 4.19865 0.60717
H28 1.67363 4.13258 1.02900
H29 1.49836 5.75341 2.90872
C39 3.34760 -2.14399 2.62605
N9 2.92709 -1.19869 1.61002
C40 1.70651 -1.16549 1.02312
N10 0.84243 -2.15262 1.36056
O4 1.41869 -0.24370 0.24823
H30 4.30187 -1.81443 3.02692
H31 3.47753 -3.14533 2.20935
H32 2.62762 -2.19810 3.44544
H33 3.50200 -0.39656 1.42139
H34 1.15636 -2.98284 1.83665
H35 -0.01745 -2.20694 0.83842

=====

# 3
# C40H35ClHfN4O5PS

C40H35ClHfN4O5PS as an isolated structure (ωB97M-V/def2-TZVPD, OMol25).

Summary:
Net charge: +3
Gap between HOMO and LUMO (eV): 7.6

Atoms and positions in Å:
Hf1 1.10614 -0.09990 0.23538
O1 0.11103 3.65411 1.45222
Cl1 1.01814 2.58639 1.32895
O2 -2.40744 3.49785 -1.36098
O3 0.45105 1.20551 1.78803
O4 1.26514 2.16242 -0.22309
O5 0.26859 -1.33200 1.43535
N1 -1.75634 0.14839 0.29003
C1 -2.29883 -0.51368 1.31634
C2 -3.74336 -0.54964 1.29574
C3 -4.63745 -1.06359 2.25945
C4 -5.98924 -0.97989 2.06645
C5 -6.52387 -0.23789 1.00861
C6 -5.71758 0.48741 0.15474
C7 -4.36397 0.24500 0.33259
P1 -3.12010 0.92947 -0.64772
C8 -3.20780 0.20820 -2.27036
C9 -3.06375 0.99571 -3.45872
C10 -3.72270 0.54378 -4.59725
C11 -4.24995 -0.75997 -4.60091
C12 -4.09849 -1.61216 -3.52920
C13 -3.64118 -1.12011 -2.32245
C14 -2.93107 2.70025 -0.27430
C15 -3.81040 3.47248 -1.16507
C16 -4.48685 4.62056 -0.61565
C17 -4.18747 5.07002 0.62340
C18 -3.37452 4.32622 1.55142
C19 -2.91467 3.11938 1.14046
H1 0.84883 -1.96759 1.89129
H2 -1.67299 -0.95276 2.12821
H3 -4.20643 -1.55739 3.13278
H4 -6.61057 -1.50832 2.76752
H5 -7.59767 -0.20012 0.89044
H6 -6.11215 1.17365 -0.56983
H7 -2.53238 1.94686 -3.36948
H8 -3.67236 1.14887 -5.50175
H9 -4.73621 -1.09282 -5.48805
H10 -4.29502 -2.67425 -3.62812
H11 -3.63737 -1.74547 -1.43294
H12 -4.32030 2.84905 -1.94209
H13 -5.18574 5.20039 -1.21405
H14 -4.54164 6.07955 0.90076
H15 -3.08720 4.90386 2.42690
H16 -2.50414 2.39213 1.79914
N2 1.37385 0.66281 -2.07207
C20 1.37405 -0.34914 -3.12122
C21 1.87252 -0.06680 -4.39121
C22 1.90292 -1.10624 -5.31247
C23 1.51802 -2.41198 -4.97332
C24 1.04899 -2.72731 -3.65680
C25 0.66573 -4.00243 -3.20022
C26 -0.03649 -4.12711 -2.01707
C27 -0.14386 -3.01399 -1.14630
N3 0.34952 -1.78754 -1.43569
C28 0.87902 -1.61919 -2.71792
H17 0.53242 1.25358 -2.10308
H18 2.11686 1.30260 -2.23948
H19 2.16351 0.95822 -4.56880
H20 2.27036 -0.88472 -6.29400
H21 1.59470 -3.18376 -5.74624
H22 0.86477 -4.86859 -3.84995
H23 -0.56739 -5.02126 -1.74080
H24 -0.76275 -3.13983 -0.24411
N4 3.19135 -0.13813 0.84048
S1 4.07183 -1.21857 1.82549
C29 5.72299 -0.46989 1.80771
C30 6.69276 -1.31271 1.19676
C31 7.93094 -0.79196 0.78059
C32 8.27085 0.51987 1.07967
C33 7.40100 1.28736 1.83050
C34 6.12226 0.79254 2.20764
C35 3.53153 -0.98231 3.52220
C36 4.39763 -1.52484 4.45091
C37 4.08476 -1.53550 5.78902
C38 2.84657 -1.17419 6.21122
C39 1.92779 -0.65850 5.28985
C40 2.26759 -0.51340 3.95616
H25 3.83305 0.60491 0.55249
H26 6.33682 -2.35413 0.90967
H27 8.63260 -1.41388 0.24467
H28 9.22928 0.92421 0.76501
H29 7.67659 2.29500 2.18082
H30 5.45093 1.50153 2.70760
H31 5.34212 -1.95980 4.08282
H32 4.85938 -1.82354 6.47222
H33 2.55773 -1.27257 7.27430
H34 0.91645 -0.33903 5.58849
H35 1.57870 -0.00978 3.26027

=====

# 4
# C40H35CoN5O4P2S2

C40H35CoN5O4P2S2 as an isolated structure (ωB97M-V/def2-TZVPD, OMol25).

Summary:
Spin multiplicity: 4
Gap between HOMO and LUMO (spin up / spin down) (eV): 7.3 / 7.4

Atoms and positions in Å:
Co1 0.12403 -0.21499 0.54440
C1 -3.70972 -1.91672 3.73814
S1 -3.03994 -0.30922 4.23269
C2 -1.85232 -0.08931 2.92257
S2 -0.73305 -1.35256 2.58627
N1 -1.93808 1.08914 2.36380
N2 -1.11172 1.24370 1.27861
C3 -0.91804 2.41448 0.84188
C4 -0.16801 2.55064 -0.41526
C5 -0.00062 3.78826 -1.01050
C6 0.76768 3.88398 -2.15744
C7 1.33439 2.73507 -2.67806
C8 1.08240 1.53004 -2.04366
N3 0.33859 1.42621 -0.94679
H1 -4.51258 -2.14103 4.43959
H2 -2.94157 -2.68450 3.79036
H3 -4.11586 -1.85873 2.72951
H4 -1.27913 3.28416 1.38575
H5 -0.45827 4.65964 -0.56056
H6 0.92846 4.84311 -2.63306
H7 1.97343 2.76503 -3.54995
H8 1.50375 0.60920 -2.42507
C9 -0.96585 -3.29020 -2.51704
N4 -0.59102 -2.15982 -1.66185
P1 -1.75044 -1.27168 -0.75628
C10 -3.07997 -2.48683 -0.48379
C11 -4.30048 -2.46282 -1.15412
C12 -5.26195 -3.42971 -0.88797
C13 -5.00835 -4.43156 0.03796
C14 -3.79028 -4.46583 0.70462
C15 -2.83612 -3.49240 0.45364
C16 -2.48397 -0.07581 -1.91598
C17 -1.94053 0.18806 -3.16808
C18 -2.40725 1.25449 -3.92692
C19 -3.41950 2.06623 -3.43636
C20 -3.96244 1.81559 -2.18103
C21 -3.49110 0.75589 -1.42056
P2 0.89748 -2.10510 -0.80056
C22 1.19014 -3.83476 -0.28840
C23 0.75654 -4.22756 0.97715
C24 0.86406 -5.55147 1.37935
C25 1.42177 -6.49175 0.52560
C26 1.88165 -6.10494 -0.72642
C27 1.76766 -4.78368 -1.13270
C28 2.16821 -1.89801 -2.08404
C29 3.49678 -1.90911 -1.65299
C30 4.52805 -1.65985 -2.54477
C31 4.24182 -1.40968 -3.88220
C32 2.92469 -1.40500 -4.31947
C33 1.88895 -1.63846 -3.42139
H9 -1.30530 -4.14727 -1.93068
H10 -0.10938 -3.60464 -3.11336
H11 -1.76852 -2.99178 -3.19367
H12 -4.50338 -1.69646 -1.89142
H13 -6.20979 -3.39957 -1.41040
H14 -5.76008 -5.18360 0.24095
H15 -3.58512 -5.24586 1.42714
H16 -1.89919 -3.50119 0.99693
H17 -1.14084 -0.44073 -3.54278
H18 -1.97007 1.45866 -4.89675
H19 -3.78152 2.89861 -4.02674
H20 -4.74172 2.45699 -1.78920
H21 -3.89744 0.58003 -0.42845
H22 0.35304 -3.48973 1.65941
H23 0.52001 -5.84300 2.36356
H24 1.51452 -7.52330 0.84104
H25 2.33367 -6.83221 -1.38882
H26 2.14011 -4.49157 -2.10740
H27 3.71962 -2.11180 -0.60989
H28 5.55289 -1.65828 -2.19438
H29 5.04418 -1.21507 -4.58225
H30 2.70021 -1.21587 -5.36217
H31 0.86183 -1.61151 -3.76415
O1 2.38413 2.32828 0.96947
C34 2.71868 1.15111 1.03558
O2 1.95297 0.13584 1.22501
C35 4.17056 0.78782 0.80604
C36 5.01012 1.68688 0.16073
C37 6.34048 1.36532 -0.07697
C38 6.84664 0.14575 0.34354
C39 5.99275 -0.73503 0.98260
C40 4.66364 -0.44074 1.21824
N5 6.52060 -2.04365 1.42076
O3 5.72402 -2.86533 1.82461
O4 7.71669 -2.23197 1.32475
H32 4.59913 2.64239 -0.13914
H33 6.99017 2.06451 -0.58654
H34 7.88109 -0.12647 0.19278
H35 4.01536 -1.14992 1.71287

=====

Energy for every record listed, in sequence, given in eV: -53751.5771, -180407.6163, -92169.7989, -135563.6313.